167
Properties=species:S:1:pos:R:3 method="wB97M-V/def2-TZVPD" de_lowest_kcal_mol=51.6 lumo_ha="0.049 / 0.041" gap_ev="6.2 / 6.5" spin_multiplicity=4 total_charge=-1
V -1.85 -0.46 -1.51
N -0.56 -1.50 -2.73
C -1.13 -2.73 -3.30
C -2.65 -2.60 -3.40
N -3.21 -2.05 -2.16
C -3.43 -3.01 -1.06
C -2.19 -3.17 -0.17
N -1.50 -1.88 -0.01
H 0.25 -1.78 -2.15
H -0.18 -0.91 -3.47
H -0.73 -2.96 -4.28
H -0.88 -3.56 -2.64
H -2.89 -1.90 -4.21
H -3.10 -3.57 -3.65
H -4.12 -1.65 -2.38
H -4.24 -2.60 -0.45
H -3.75 -3.98 -1.45
H -2.51 -3.58 0.79
H -1.49 -3.88 -0.61
H -1.69 -1.46 0.89
H -0.49 -2.07 -0.03
C 6.51 1.14 -3.33
C 5.54 1.76 -2.36
C 5.85 1.87 -1.02
C 4.94 2.40 -0.11
C 5.30 2.48 1.35
C 3.69 2.84 -0.56
C 3.39 2.80 -1.93
C 2.11 3.37 -2.46
C 4.32 2.24 -2.80
C 2.76 3.45 0.43
C 2.92 4.81 0.68
C 2.13 5.47 1.60
C 1.15 4.77 2.29
C 0.96 3.41 2.05
C 1.78 2.72 1.14
Ge 1.41 0.79 0.71
S -0.22 1.00 -0.74
S 3.32 -0.28 0.09
Ge 2.36 -2.12 1.06
S 1.34 -3.25 -0.44
S 0.95 -0.76 2.32
C 3.46 -3.26 2.30
C 4.66 -2.78 2.86
C 5.42 -3.60 3.69
C 5.03 -4.88 4.00
C 3.84 -5.36 3.46
C 3.06 -4.57 2.62
C 1.82 -5.25 2.15
C 0.62 -5.05 2.84
C 0.55 -4.09 4.00
C -0.52 -5.74 2.44
C -0.48 -6.64 1.38
C -1.73 -7.36 0.92
C 0.73 -6.86 0.74
C 1.88 -6.19 1.12
C 3.16 -6.42 0.37
C 5.26 -1.43 2.65
C 6.17 -1.21 1.62
C 6.31 -2.19 0.48
C 6.95 -0.06 1.64
C 6.85 0.87 2.66
C 7.79 2.05 2.74
C 5.89 0.67 3.64
C 5.10 -0.47 3.66
C 4.08 -0.67 4.75
C -0.14 2.75 2.81
C -1.47 2.98 2.48
C -1.88 3.85 1.32
C -2.47 2.41 3.27
C -2.16 1.62 4.37
C -3.25 1.03 5.22
C -0.83 1.43 4.70
C 0.19 1.99 3.95
C 1.63 1.82 4.36
H 7.52 1.14 -2.94
H 6.50 1.67 -4.29
H 6.23 0.10 -3.53
H 6.81 1.52 -0.65
H 6.38 2.54 1.47
H 4.95 1.59 1.87
H 4.84 3.35 1.83
H 1.83 4.28 -1.93
H 1.29 2.67 -2.32
H 2.20 3.60 -3.53
H 4.08 2.20 -3.86
H 3.68 5.35 0.13
H 2.27 6.53 1.79
H 0.52 5.27 3.01
H 6.35 -3.20 4.09
H 5.63 -5.51 4.64
H 3.50 -6.36 3.70
H 1.37 -4.27 4.70
H -0.40 -4.20 4.53
H 0.63 -3.06 3.66
H -1.45 -5.58 2.97
H -2.62 -6.93 1.38
H -1.68 -8.41 1.19
H -1.83 -7.30 -0.16
H 0.77 -7.56 -0.09
H 3.05 -7.23 -0.35
H 3.99 -6.65 1.04
H 3.42 -5.51 -0.19
H 6.07 -3.20 0.79
H 7.32 -2.17 0.07
H 5.62 -1.91 -0.32
H 7.68 0.09 0.84
H 8.24 2.27 1.77
H 8.60 1.83 3.44
H 7.27 2.94 3.09
H 5.78 1.41 4.43
H 4.10 0.16 5.45
H 4.28 -1.59 5.30
H 3.08 -0.75 4.33
H -1.03 4.31 0.83
H -2.57 4.63 1.65
H -2.39 3.24 0.57
H -3.50 2.58 3.01
H -4.23 1.18 4.76
H -3.27 1.49 6.21
H -3.09 -0.05 5.36
H -0.57 0.83 5.57
H 1.70 1.26 5.29
H 2.11 2.79 4.48
H 2.19 1.27 3.59
O -7.46 5.57 -6.69
S -7.46 4.13 -6.82
O -7.69 3.40 -5.58
O -8.20 3.60 -7.95
C -5.71 3.76 -7.21
N -5.21 3.93 -8.43
C -3.93 3.64 -8.59
C -3.14 3.10 -7.59
C -3.76 2.91 -6.36
N -5.03 3.29 -6.18
C -3.18 2.21 -5.20
C -4.08 1.61 -4.32
C -3.61 0.91 -3.24
N -2.30 0.74 -2.97
C -1.43 1.36 -3.79
C -1.82 2.08 -4.91
H -3.52 3.80 -9.59
H -2.11 2.81 -7.76
H -5.14 1.72 -4.51
H -4.30 0.45 -2.56
H -0.39 1.30 -3.51
H -1.08 2.57 -5.52
C -6.60 3.56 -2.63
C -6.94 2.43 -1.67
N -5.72 1.87 -1.09
C -5.53 0.75 -0.40
S -3.95 0.29 0.06
N -6.53 -0.09 -0.06
C -7.94 0.20 0.24
C -8.13 0.59 1.70
H -7.51 4.02 -3.00
H -6.07 3.19 -3.52
H -5.99 4.32 -2.14
H -7.48 1.65 -2.21
H -7.58 2.82 -0.88
H -4.88 2.39 -1.29
H -6.16 -0.85 0.49
H -8.49 -0.72 0.02
H -8.31 0.97 -0.41
H -7.79 -0.21 2.36
H -9.19 0.77 1.90
H -7.57 1.50 1.93


182
Properties=species:S:1:pos:R:3 method="wB97M-V/def2-TZVPD" lumo_ha=-0.029 gap_ev=8.7 total_charge=0
O 3.50 5.25 -2.35
C 3.03 4.14 -2.10
O 2.32 3.75 -1.00
C 2.05 4.68 0.02
C 0.66 5.39 -0.40
C 3.13 3.04 -3.13
H 2.86 5.34 0.35
H 1.82 4.19 0.96
H 0.33 6.11 0.35
H -0.07 4.60 -0.61
H 0.75 5.96 -1.33
H 3.52 3.50 -4.04
H 2.13 2.69 -3.36
H 3.80 2.25 -2.78
O -3.87 -1.00 -2.52
C -3.64 0.13 -2.17
O -3.54 0.50 -0.87
C -3.97 -0.44 0.09
C -2.98 -1.58 0.29
C -3.41 1.32 -3.03
H -4.92 -0.86 -0.24
H -4.27 0.05 1.02
H -3.15 -2.30 1.09
H -1.99 -1.14 0.41
H -2.93 -2.13 -0.65
H -4.28 1.94 -3.22
H -3.13 0.94 -4.02
H -2.67 2.00 -2.61
O 2.02 -0.31 -4.62
C 2.98 -0.71 -5.27
O 3.27 -0.45 -6.58
C 2.54 0.62 -7.22
C 1.63 0.02 -8.30
C 3.98 -1.68 -4.60
H 3.28 1.25 -7.71
H 2.05 1.19 -6.43
H 2.17 -0.46 -9.12
H 0.96 0.78 -8.70
H 1.04 -0.78 -7.84
H 3.75 -2.71 -4.86
H 3.88 -1.47 -3.53
H 5.00 -1.48 -4.91
O -1.41 -4.53 -0.53
C -1.86 -4.99 -1.58
O -2.72 -5.98 -1.66
C -3.02 -6.84 -0.53
C -3.98 -7.94 -1.00
C -1.46 -4.43 -2.95
H -3.49 -6.33 0.32
H -2.12 -7.24 -0.08
H -4.94 -7.48 -1.23
H -4.30 -8.59 -0.18
H -3.71 -8.57 -1.85
H -1.28 -5.33 -3.53
H -0.76 -3.60 -2.91
H -2.32 -3.84 -3.30
O -4.07 -3.03 3.18
C -3.32 -3.25 4.12
O -1.97 -3.57 4.06
C -1.42 -3.94 2.83
C -0.53 -2.78 2.38
C -3.81 -3.23 5.60
H -2.15 -4.14 2.05
H -0.74 -4.78 2.92
H 0.20 -2.62 3.18
H -1.19 -1.91 2.33
H -0.13 -2.91 1.38
H -4.74 -2.65 5.61
H -3.12 -2.77 6.30
H -4.02 -4.25 5.92
O -0.31 1.34 -1.52
C 0.08 1.21 -0.37
O 0.94 0.25 0.14
C 1.76 -0.45 -0.84
C 1.14 -1.71 -1.33
C -0.59 1.79 0.85
H 2.68 -0.68 -0.31
H 2.06 0.17 -1.69
H 0.06 -1.57 -1.24
H 1.41 -2.63 -0.83
H 1.41 -1.80 -2.38
H -1.65 1.57 0.98
H -0.48 2.87 0.73
H -0.11 1.55 1.80
C 0.68 3.64 3.97
C 1.57 3.18 4.93
C 1.16 2.77 6.16
C -0.23 2.89 6.48
C -1.12 3.37 5.51
C -0.66 3.77 4.29
N -0.61 2.69 7.92
O 0.09 2.08 8.69
O -1.65 3.21 8.25
H 1.02 3.82 2.96
H 2.61 3.13 4.64
H 1.81 2.31 6.90
H -2.17 3.45 5.73
H -1.34 4.06 3.50
C -1.80 1.49 -7.29
C -2.79 2.47 -7.34
C -2.90 3.42 -6.28
C -2.02 3.24 -5.19
C -1.02 2.22 -5.15
C -0.91 1.37 -6.19
N -1.97 4.28 -4.18
O -2.86 5.10 -4.15
O -1.13 4.17 -3.27
H -1.63 0.82 -8.12
H -3.40 2.66 -8.21
H -3.62 4.22 -6.31
H -0.30 2.10 -4.35
H -0.16 0.62 -6.03
C -5.83 0.57 4.89
C -5.02 0.64 3.77
C -3.71 0.36 3.79
C -3.11 0.22 5.08
C -3.90 0.25 6.25
C -5.25 0.47 6.18
N -1.63 0.06 5.15
O -0.93 0.13 4.17
O -1.22 -0.18 6.29
H -6.90 0.68 4.87
H -5.46 0.91 2.82
H -3.12 0.31 2.89
H -3.46 0.13 7.23
H -5.78 0.45 7.13
C 7.00 3.55 -1.01
C 7.80 2.72 -1.75
C 7.44 1.40 -1.94
C 6.30 0.91 -1.33
C 5.49 1.74 -0.58
C 5.76 3.06 -0.50
N 6.02 -0.55 -1.47
O 6.73 -1.26 -2.20
O 5.05 -0.91 -0.90
H 7.28 4.59 -0.89
H 8.69 3.09 -2.24
H 7.98 0.78 -2.65
H 4.55 1.44 -0.14
H 5.04 3.60 0.09
C -6.38 3.54 -1.79
C -5.18 4.13 -2.09
C -4.22 4.25 -1.12
C -4.49 3.77 0.17
C -5.78 3.31 0.43
C -6.72 3.13 -0.54
N -3.49 3.85 1.28
O -3.80 3.29 2.33
O -2.52 4.57 1.15
H -7.24 3.58 -2.45
H -4.91 4.50 -3.07
H -3.29 4.69 -1.46
H -6.05 3.13 1.46
H -7.69 2.74 -0.30
C 3.32 -5.92 2.66
C 4.45 -5.85 1.87
C 4.34 -5.54 0.48
C 3.09 -5.24 -0.08
C 1.94 -5.25 0.73
C 2.05 -5.60 2.11
N 3.03 -4.72 -1.45
O 2.01 -4.74 -2.01
O 4.05 -4.43 -2.07
H 3.41 -6.25 3.68
H 5.46 -6.11 2.14
H 5.26 -5.57 -0.09
H 0.97 -5.04 0.32
H 1.26 -5.58 2.85
C 4.34 -2.64 3.55
C 3.34 -2.23 2.70
C 3.14 -0.89 2.42
C 3.95 0.10 3.06
C 4.94 -0.37 3.96
C 5.14 -1.74 4.16
N 3.78 1.53 2.70
O 4.59 2.35 3.09
O 2.80 1.82 2.02
H 4.58 -3.69 3.63
H 2.67 -2.98 2.31
H 2.27 -0.61 1.86
H 5.54 0.41 4.41
H 5.94 -2.04 4.82